[1]
C5H10NOS | wB97M-V/def2-TZVPD

Values from the calculation:
Orbital gap   10.270 eV
HOMO energy   -13.7 eV
Charge   +1
DFT total energy   -19710.06305 eV
M   132.208 u
Energy above the lowest of the compared OMol25 structures with the same formula, charge and spin   275.5 kJ/mol

Last column: Löwdin charge in e.
Cartesian coordinates (Å):
1 S 1.368 -2.662 0.342  0.895
2 O -0.836 -1.342 1.310  -0.020
3 N 0.599 0.071 -0.171  -0.099
4 C 0.533 -1.287 1.087  -0.495
5 C -1.056 1.100 -1.581  -0.012
6 C -0.829 0.096 -0.499  -0.228
7 C -1.539 -0.546 0.457  0.003
8 C 1.139 1.220 0.629  -0.009
9 H 1.273 2.074 -0.095  0.112
10 H -0.279 1.303 -2.173  0.031
11 H -2.539 -0.640 0.607  0.123
12 H -1.211 2.165 -1.174  0.131
13 H 0.280 1.544 1.378  0.163
14 H 1.301 -0.170 -0.949  0.192
15 H 0.326 -3.476 0.244  -0.094
16 H 2.106 0.732 1.013  0.124
17 H -1.947 0.795 -2.166  0.112
18 H 1.309 -0.976 1.741  0.072

[2]
C5H10NS | wB97M-V/def2-TZVPD

Values from the calculation:
Orbital gap   7.920 eV
HOMO energy   -14.0 eV
Charge   +1
DFT total energy   -17661.84364 eV
M   116.209 u
Energy above the lowest of the compared OMol25 structures with the same formula, charge and spin   432.1 kJ/mol

Last column: Löwdin charge in e.
Cartesian coordinates (Å):
1 S 0.098 1.919 1.928  0.936
2 N -0.757 -0.773 0.851  0.065
3 C -0.464 0.540 -1.150  -0.083
4 C 1.711 2.089 1.450  -0.204
5 C -0.460 -0.166 1.849  -0.141
6 C -0.182 -1.932 -1.232  -0.005
7 C -0.947 -0.707 -0.517  -0.433
8 H 2.115 3.090 1.549  0.046
9 H -0.742 0.542 -2.147  0.054
10 H -1.914 -1.101 -0.738  0.150
11 H -0.685 1.558 -0.616  0.082
12 H 2.110 1.235 1.006  0.014
13 H -0.427 -0.428 2.967  0.131
14 H -0.641 -2.778 -0.686  0.094
15 H -0.418 -1.819 -2.246  0.066
16 H 0.712 0.636 -1.318  0.132
17 H 0.891 -1.905 -0.951  0.094